1.
{
  "formula": "C6H21GdN5O5S",
  "method": "ωB97M-V/def2-TZVPD",
  "lumo_energy_ev": [-3.383, -5.228],
  "e_homo_ha": [-0.30219, -0.39480],
  "e_tot_ev": -55907.5776,
  "s2": 15.828,
  "multiplicity": 8,
  "homo_lumo_gap_ha": [0.178, 0.203],
  "de_lowest_kj_mol": 226.7,
  "charge": 1,
  "species": ["O", "H", "Gd", "N", "N", "O", "O", "C", "C", "C", "C", "H", "H", "H", "H", "H", "H", "H", "H", "O", "H", "H", "C", "H", "H", "H", "O", "H", "H", "N", "N", "C", "N", "S", "H", "H", "H", "H", "H"],
  "xyz": [[-1.2378, 1.5570, -2.2613], [-1.5475, 1.0949, -3.0695], [-0.7428, 0.0925, -0.5901], [1.4333, -0.5481, 0.4925], [1.1095, 1.5920, -0.8233], [1.7271, -1.8127, 1.1127], [0.9157, 2.5238, -1.7890], [2.5035, 0.2580, 0.4365], [2.3502, 1.4459, -0.3542], [3.7916, -0.0372, 1.1269], [3.4074, 2.4706, -0.5364], [3.8480, -1.0479, 1.5617], [3.9585, 0.7181, 1.9172], [4.6475, 0.0924, 0.4489], [3.0452, 3.2412, -1.2204], [4.2739, 2.0125, -1.0389], [3.7681, 2.9337, 0.4016], [2.1389, -1.6266, 1.9795], [-0.0312, 2.0690, -2.2398], [-0.8672, 1.9213, 1.1350], [-1.4433, 1.9219, 1.9354], [-0.4570, 2.8118, 1.0941], [-0.3182, -1.4228, -2.2157], [-0.9963, -2.1476, -1.7277], [0.7598, -1.4831, -1.9962], [-0.5710, -1.1075, -3.2391], [1.2339, -4.5038, -0.2642], [1.3726, -3.6461, 0.1703], [0.3323, -4.7992, -0.0661], [-3.2085, 0.3630, -0.5402], [-4.0121, -0.0632, 0.5540], [-3.5023, -0.8401, 1.5601], [-4.4808, -1.2731, 2.4128], [-1.8635, -1.2068, 1.7357], [-3.3089, 1.3709, -0.7050], [-3.5001, -0.0604, -1.4381], [-4.9834, -0.2643, 0.3095], [-4.1631, -1.7723, 3.2542], [-5.3819, -0.8280, 2.4768]],
  "atomic_forces_ev_per_a": [[-1.1, -1.4, -0.8], [0.4, 0.8, 0.4], [2.2, 1.9, 2.2], [0.5, 0.0, 0.5], [0.9, -0.3, 0.1], [-0.3, 0.2, 0.3], [-0.9, -0.3, -0.7], [-0.6, -0.2, -0.3], [-1.5, -0.2, 0.6], [0.6, 0.2, 0.2], [0.8, 0.0, -0.7], [0.1, 0.6, -0.3], [-0.1, -0.4, -0.1], [-0.3, -0.2, 0.1], [0.0, 0.0, 0.3], [-0.1, 0.2, 0.2], [-0.3, -0.3, -0.3], [-0.4, -0.1, -0.5], [1.2, 1.5, 0.6], [-0.7, 0.8, 1.0], [0.7, 0.0, -0.8], [-0.2, -0.8, -0.1], [0.5, -2.3, -2.5], [0.4, 0.2, -0.2], [-0.5, 0.0, 0.1], [0.0, -0.1, 0.6], [-0.3, 0.2, -0.1], [-0.2, -0.3, 0.1], [0.4, 0.2, 0.1], [-1.0, 0.0, -0.2], [-0.4, -0.1, -0.9], [-0.7, 0.0, 0.2], [1.7, -0.3, 0.3], [-0.7, -0.1, 0.3], [0.0, -0.2, 0.4], [-0.1, 0.0, 0.8], [0.3, 0.3, 0.2], [-0.3, 0.4, -0.8], [0.0, 0.1, -0.2]],
  "mulliken_charge": [-0.844, 0.271, 0.879, 0.267, 0.092, -0.530, -0.620, 0.444, 0.258, -1.452, -1.362, 0.427, 0.331, 0.324, 0.368, 0.341, 0.290, 0.281, 0.465, -0.475, 0.286, 0.301, -0.980, 0.474, 0.319, 0.371, -0.642, 0.335, 0.305, -0.304, -0.393, 0.571, -0.457, -0.341, 0.330, 0.324, 0.265, 0.250, 0.231]
}


2.
{
  "formula": "C3H3NO",
  "method": "ωB97M-V/def2-TZVPD",
  "lumo_energy_ev": 0.823,
  "e_homo_ha": -0.40742,
  "e_tot_ev": -6692.8066,
  "homo_lumo_gap_ha": 0.438,
  "de_lowest_kj_mol": 355.6,
  "species": ["N", "C", "C", "C", "O", "H", "H", "H"],
  "xyz": [[1.6206, -0.5734, 0.4535], [1.7664, 0.6104, 0.5348], [0.2773, 0.4108, -0.2680], [-0.8953, -0.4217, 0.0222], [-0.7594, 0.9163, 0.4887], [0.4485, 0.8206, -1.2577], [-1.6418, -0.5710, -0.7564], [-0.8162, -1.1921, 0.7829]],
  "atomic_forces_ev_per_a": [[0.2, 0.9, 0.1], [0.1, -0.9, 0.0], [-0.3, 0.0, -0.4], [-0.1, -0.3, 0.0], [0.0, 0.1, 0.1], [0.0, -0.1, 0.2], [0.1, 0.1, 0.1], [0.0, 0.1, -0.1]],
  "mulliken_charge": [-0.264, -0.222, 0.309, -0.350, -0.343, 0.379, 0.235, 0.255]
}


3.
{
  "formula": "C7H6EuN2O3",
  "method": "ωB97M-V/def2-TZVPD",
  "lumo_energy_ev": [-8.309, -8.156],
  "e_homo_ha": [-0.59682, -0.59699],
  "e_tot_ev": -35791.4663,
  "s2": 15.759,
  "multiplicity": 8,
  "homo_lumo_gap_ha": [0.291, 0.297],
  "de_lowest_kj_mol": 0.0,
  "charge": 2,
  "species": ["O", "C", "Eu", "C", "C", "O", "O", "C", "N", "C", "C", "N", "C", "H", "H", "H", "H", "H", "H"],
  "xyz": [[0.0005, 3.5669, -1.2965], [0.0010, 2.4604, -1.0203], [0.0000, 0.2083, 0.2050], [1.9856, -1.1439, -0.9363], [-1.9869, -1.1425, -0.9379], [2.9447, -1.7144, -1.2298], [-2.9444, -1.7109, -1.2323], [0.0001, 0.4327, 5.9006], [-0.0005, -0.2723, 4.6311], [-0.0016, -1.6697, 4.4530], [-0.0016, -1.8392, 3.0957], [-0.0005, -0.6048, 2.4620], [0.0001, 0.3105, 3.4211], [-0.9076, 0.1615, 6.4780], [0.9073, 0.1601, 6.4780], [0.0010, 1.5201, 5.6938], [-0.0023, -2.3712, 5.2891], [-0.0024, -2.7092, 2.4808], [0.0010, 1.3720, 3.2732]],
  "atomic_forces_ev_per_a": [[0.0, -3.3, 0.7], [0.0, 4.6, -1.2], [0.0, -0.6, 0.6], [4.6, -2.8, -1.4], [-4.5, -2.6, -1.4], [-4.1, 2.4, 1.1], [3.9, 2.3, 1.1], [0.0, 0.3, 0.9], [0.0, -0.7, -0.5], [0.0, 1.1, -0.5], [0.0, 0.5, 0.3], [0.0, -0.1, 0.0], [0.0, -1.0, 1.0], [0.6, 0.2, -0.3], [-0.6, 0.2, -0.3], [0.0, -0.6, 0.2], [0.0, 0.4, -0.4], [0.0, -0.6, 0.1], [0.0, 0.3, 0.2]],
  "mulliken_charge": [-0.014, 0.057, 1.690, 0.072, 0.070, -0.013, -0.010, -0.783, 0.075, -0.348, -0.509, -0.308, -0.085, 0.340, 0.340, 0.272, 0.431, 0.417, 0.305]
}


4.
{
  "formula": "C4H7N2O",
  "method": "ωB97M-V/def2-TZVPD",
  "lumo_energy_ev": [-5.775, -6.416],
  "e_homo_ha": [-0.58054, -0.50582],
  "e_tot_ev": -9273.8004,
  "homo_lumo_gap_ha": [0.368, 0.270],
  "de_lowest_kj_mol": 867.4,
  "charge": 1,
  "species": ["C", "C", "C", "C", "N", "N", "O", "H", "H", "H", "H", "H", "H", "H"],
  "xyz": [[-0.2513, 0.8542, -0.0914], [-2.1234, 0.4930, 0.0316], [1.1482, 0.9631, -0.2333], [-0.8598, -1.7044, 0.1359], [-1.0750, -0.2510, -0.0443], [-1.3269, 1.6671, -0.1246], [-4.0274, 0.2945, 0.4086], [1.7191, 0.3693, -0.9052], [1.6287, 0.8663, 0.7049], [1.3147, 1.9698, -0.7654], [-0.4353, -1.8235, 1.1611], [-1.7523, -2.2344, 0.0871], [-0.1723, -2.1305, -0.5651], [-1.3467, 2.7357, 0.0809]],
  "atomic_forces_ev_per_a": [[-1.7, -1.7, -0.8], [-7.0, 2.9, 0.9], [1.3, 3.2, -1.7], [1.8, 1.2, 1.8], [2.0, -4.5, 0.2], [-0.4, 3.6, 0.8], [5.7, 0.5, -1.1], [-0.4, -1.5, -0.7], [0.7, 0.4, 1.2], [0.0, -0.9, 1.5], [-0.3, -0.1, -0.8], [-1.8, -0.5, -0.2], [0.4, 0.2, -0.6], [-0.6, -2.8, -0.5]],
  "mulliken_charge": [0.670, 0.330, -1.080, -0.800, -0.031, -0.305, -0.136, 0.374, 0.317, 0.331, 0.341, 0.368, 0.302, 0.320]
}